[1]
# C3H9NS

An isolated ion of composition C3H9NS and charge +1 in a non-equilibrium geometry (ωB97M-V with the def2-TZVPD basis set, the OMol25 dataset).

```
! wB97M-V def2-TZVPD RIJCOSX def2/J DEFGRID3
* xyz 1 2
C -1.396 -0.438 -1.223
N -0.562 0.733 -0.993
C 0.602 0.441 -0.166
C 0.836 -0.428 1.146
S 0.093 0.257 2.547
H -2.236 -0.134 -1.891
H -1.705 -0.749 -0.171
H -0.779 -1.274 -1.582
H -0.199 0.954 -1.989
H 1.491 -0.150 -0.852
H 0.935 1.463 0.091
H 0.102 -1.124 0.931
H 1.868 -0.826 1.240
H 0.951 1.275 2.910
*
```

HOMO level (alpha / beta), eV: -14.098 / -13.412
Gap between HOMO and LUMO (alpha / beta), eV: 10.63 / 4.59
E_LUMO (alpha / beta), eV: -3.472 / -8.820
Relative energy (zero: lowest compared OMol25 entry of this formula, charge and spin), kcal per mole: 55.5

Löwdin population analysis, charges in e, atoms 1 to 4:
1. C -0.05
2. N 0.03
3. C -0.23
4. C -0.59

***

[2]
# C3H9NS2

A 2-piece molecular cluster, C3H9NS2 overall in a non-equilibrium geometry (ωB97M-V with the def2-TZVPD basis set, the OMol25 dataset).

```
! wB97M-V def2-TZVPD RIJCOSX def2/J DEFGRID3
* xyz -1 2
C 2.310 -0.923 0.163
S 1.648 -2.023 -1.099
S -0.341 -2.663 -0.018
H 1.561 -0.456 0.805
H 3.102 -1.379 0.774
H 2.899 -0.182 -0.392
H -1.226 -1.652 -0.050
C -1.486 0.929 0.933
C -0.881 1.277 -1.270
N -0.778 0.541 -0.259
H -1.343 1.984 1.252
H -2.574 0.999 0.797
H -1.211 0.303 1.774
H -0.543 0.897 -2.231
H -1.138 2.349 -1.178
*
```

HOMO level (alpha / beta), eV: -0.508 / -3.018
Gap between HOMO and LUMO (alpha / beta), eV: 4.04 / 6.52
E_LUMO (alpha / beta), eV: 3.529 / 3.498
Relative energy (zero: lowest compared OMol25 entry of this formula, charge and spin), kcal per mole: 44.8

Löwdin population analysis, charges in e, atoms 1 to 4:
1. C -0.65
2. S 0.10
3. S -0.04
4. H -0.02

***

[3]
# C3H9NS2

One molecule with the formula C3H9NS2 in a non-equilibrium geometry (ωB97M-V with the def2-TZVPD basis set, the OMol25 dataset).

```
! wB97M-V def2-TZVPD RIJCOSX def2/J DEFGRID3
* xyz 0 1
C -1.420 0.582 -1.785
S -1.575 -0.054 -0.094
S -0.276 0.856 1.058
C 1.268 0.546 0.333
C 1.854 -0.891 0.584
N 1.688 -1.650 -0.729
H -0.381 1.069 -1.812
H -1.403 -0.202 -2.443
H -2.361 1.127 -1.882
H 1.833 1.165 1.154
H 1.407 0.951 -0.768
H 1.596 -1.266 1.495
H 3.101 -0.990 0.882
H 2.624 -1.988 -1.137
H 1.173 -2.560 -0.594
*
```

HOMO level, eV: -7.908
Gap between HOMO and LUMO, eV: 8.73
E_LUMO, eV: 0.820
Structure (SMILES): CSSCCN
Relative energy (zero: lowest compared OMol25 entry of this formula, charge and spin), kcal per mole: 52.7

Löwdin population analysis, charges in e, atoms 1 to 4:
1. C -0.42
2. S 0.39
3. S 0.45
4. C -0.63

***

[4]
# C3H9NS2

One molecule with the formula C3H9NS2 in a non-equilibrium geometry (ωB97M-V with the def2-TZVPD basis set, the OMol25 dataset).

```
! wB97M-V def2-TZVPD RIJCOSX def2/J DEFGRID3
* xyz 0 1
N -1.436 -1.719 0.484
C -0.829 -0.555 -0.073
C -0.072 0.268 0.982
C 1.086 1.076 0.366
S 2.201 -0.020 -0.563
S 1.659 0.298 -2.624
H -2.101 -1.679 1.256
H -1.941 -2.303 -0.131
H -1.486 0.034 -0.583
H 0.023 -0.905 -0.787
H 0.244 -0.457 1.774
H -0.715 1.040 1.433
H 1.700 1.582 1.076
H 0.679 1.769 -0.255
H 0.989 1.571 -2.355
*
```

HOMO level, eV: -8.267
Gap between HOMO and LUMO, eV: 8.61
E_LUMO, eV: 0.343
Structure (SMILES): NCCCSS
Relative energy (zero: lowest compared OMol25 entry of this formula, charge and spin), kcal per mole: 29.8

Löwdin population analysis, charges in e, atoms 1 to 4:
1. N -0.02
2. C -0.34
3. C -0.26
4. C -0.54